Model one:
{"formula": "C5H8O", "method": "ωB97M-V/def2-TZVPD", "homo_energy_ev": -9.462, "smiles": "C[C@H]1CCC1=O", "e_lumo_ev": 0.9, "elements": ["C", "C", "C", "C", "C", "O", "H", "H", "H", "H", "H", "H", "H", "H"], "positions_angstrom": [[-0.423, -1.704, 0.510], [-0.112, -0.501, -0.380], [-0.798, 0.876, -0.136], [0.569, 1.600, -0.263], [1.214, 0.221, -0.132], [2.297, -0.166, 0.218], [-0.562, -2.621, -0.068], [0.406, -1.873, 1.207], [-1.335, -1.535, 1.094], [-0.179, -0.764, -1.444], [-1.575, 1.164, -0.849], [-1.202, 0.948, 0.879], [0.735, 2.032, -1.256], [0.847, 2.334, 0.499]]}



Model two:
{"formula": "C5H8O", "method": "ωB97M-V/def2-TZVPD", "homo_energy_ev": -9.905, "smiles": "C1CC1[C@H]1CO1", "e_lumo_ev": 1.2, "elements": ["C", "C", "C", "C", "C", "O", "H", "H", "H", "H", "H", "H", "H", "H"], "positions_angstrom": [[0.668, 1.491, 0.542], [0.288, 0.576, 1.664], [-0.288, 0.362, 0.289], [0.184, -0.744, -0.594], [-0.747, -1.597, -1.313], [-0.183, -0.570, -2.074], [1.667, 1.386, 0.125], [0.268, 2.498, 0.532], [-0.392, 0.950, 2.423], [1.027, -0.139, 2.012], [-1.344, 0.623, 0.148], [1.159, -0.813, -1.037], [-0.500, -2.626, -1.558], [-1.806, -1.399, -1.159]]}



Of them, model two has the lowest stability.



Model one:
{"formula": "C5H8O", "method": "ωB97M-V/def2-TZVPD", "homo_energy_ev": -8.487, "e_lumo_ev": 0.4, "elements": ["O", "C", "C", "C", "C", "C", "H", "H", "H", "H", "H", "H", "H", "H"], "positions_angstrom": [[1.621, 1.757, 0.422], [2.011, 0.577, 0.121], [1.023, -0.379, 0.478], [-0.185, -0.508, -0.433], [-1.527, -0.822, 0.169], [-1.304, 0.499, -0.508], [3.016, 0.457, -0.296], [1.390, -1.360, 0.791], [0.766, 1.062, 0.974], [0.008, -1.022, -1.377], [-2.151, -1.562, -0.325], [-1.588, -0.825, 1.254], [-1.767, 0.660, -1.478], [-1.259, 1.391, 0.109]]}



Model two:
{"formula": "C5H8O", "method": "ωB97M-V/def2-TZVPD", "homo_energy_ev": -9.763, "smiles": "O=CC1CCC1", "e_lumo_ev": 1.1, "elements": ["O", "C", "C", "C", "C", "C", "H", "H", "H", "H", "H", "H", "H", "H"], "positions_angstrom": [[-1.490, 1.589, -1.377], [-1.512, 1.176, -0.240], [-0.328, 0.530, 0.429], [0.951, 0.491, -0.424], [1.146, -0.991, -0.045], [-0.316, -1.032, 0.458], [-2.449, 1.244, 0.353], [-0.192, 0.945, 1.435], [0.674, 0.623, -1.473], [1.746, 1.198, -0.174], [1.406, -1.679, -0.855], [1.865, -1.120, 0.770], [-0.999, -1.462, -0.282], [-0.501, -1.512, 1.424]]}



Of them, model one has the lowest stability.



Model one:
{"formula": "C2H6BrFSi", "method": "ωB97M-V/def2-TZVPD", "homo_energy_ev": -10.311, "smiles": "C[Si](C)(F)Br", "e_lumo_ev": 0.7, "elements": ["C", "Si", "C", "F", "Br", "H", "H", "H", "H", "H", "H"], "positions_angstrom": [[-0.037, -0.392, -1.720], [0.611, -0.019, 0.280], [-0.799, 0.407, 1.493], [1.569, 1.204, 0.035], [1.939, -1.560, 1.141], [-0.022, -1.365, -1.912], [-0.942, 0.115, -2.119], [0.851, 0.018, -2.362], [-0.923, 1.558, 1.605], [-1.832, -0.038, 1.185], [-0.414, 0.070, 2.375]]}



Model two:
{"formula": "C2H6BrFSi", "method": "ωB97M-V/def2-TZVPD", "homo_energy_ev": -10.611, "smiles": "C[Si](C)(F)Br", "e_lumo_ev": 0.7, "elements": ["C", "Si", "C", "F", "Br", "H", "H", "H", "H", "H", "H"], "positions_angstrom": [[-0.193, 0.012, -1.659], [-0.988, -0.443, -0.014], [-0.282, 0.102, 1.601], [-1.001, -2.085, 0.066], [-3.119, 0.167, 0.003], [-0.672, 0.746, -2.365], [0.813, 0.492, -1.515], [0.130, -0.849, -2.282], [0.814, -0.185, 1.766], [-0.245, 1.136, 1.633], [-0.918, -0.560, 2.305]]}



Of them, model one has the lowest stability.



Model one:
{"formula": "C6H14O3", "method": "ωB97M-V/def2-TZVPD", "homo_energy_ev": -9.353, "smiles": "C=C(C)CCC=O.O.O", "e_lumo_ev": 0.6, "elements": ["C", "C", "C", "C", "C", "C", "O", "H", "H", "H", "H", "H", "H", "H", "H", "H", "H", "O", "H", "H", "O", "H", "H"], "positions_angstrom": [[0.056, -0.209, -1.391], [-0.659, 0.485, -0.553], [-1.831, 1.330, -1.069], [-0.264, 0.439, 0.898], [-0.751, -0.867, 1.620], [-0.365, -2.142, 0.796], [-0.095, -3.164, 1.374], [-0.237, -0.464, -2.408], [0.840, -0.959, -1.218], [-1.496, 2.059, -1.842], [-2.280, 1.793, -0.160], [-2.627, 0.720, -1.474], [0.811, 0.427, 0.949], [-0.595, 1.260, 1.441], [-1.844, -0.904, 1.650], [-0.222, -0.949, 2.551], [-0.502, -2.097, -0.285], [2.351, -0.905, 1.036], [2.826, -1.717, 1.377], [1.962, -1.154, 0.155], [1.999, 2.433, -1.235], [1.658, 2.365, -0.410], [1.263, 2.218, -1.802]]}



Model two:
{"formula": "C6H14O3", "method": "ωB97M-V/def2-TZVPD", "homo_energy_ev": -8.216, "e_lumo_ev": 0.6, "elements": ["C", "C", "C", "C", "C", "C", "O", "O", "O", "H", "H", "H", "H", "H", "H", "H", "H", "H", "H", "H", "H", "H", "H"], "positions_angstrom": [[-1.016, -0.774, -0.341], [-0.160, 1.002, -0.159], [1.099, 0.379, -0.398], [-0.643, -1.695, -1.483], [-0.581, 1.547, 1.176], [1.870, -0.373, 0.646], [-2.310, -0.247, -0.509], [-0.943, -1.511, 0.843], [1.749, 2.074, -0.535], [-2.931, -0.979, -0.648], [-1.295, -0.969, 1.560], [2.026, 2.366, 0.343], [-0.600, 1.503, -1.014], [1.288, 0.086, -1.424], [-0.619, -1.140, -2.418], [0.320, -2.169, -1.308], [-1.386, -2.497, -1.561], [-0.364, 2.614, 1.213], [-0.077, 1.065, 2.013], [-1.658, 1.419, 1.293], [1.501, -1.395, 0.738], [1.812, 0.108, 1.621], [2.918, -0.412, 0.352]]}



Of them, model two has the lowest stability.



Model one:
{"formula": "C11H14N2O", "method": "ωB97M-V/def2-TZVPD", "homo_energy_ev": -8.282, "smiles": "Cc1ccc(O)cc1.Cc1c[nH]cn1", "e_lumo_ev": 0.6, "elements": ["C", "C", "C", "C", "C", "O", "C", "C", "H", "H", "H", "H", "H", "H", "H", "H", "C", "C", "C", "N", "C", "N", "H", "H", "H", "H", "H", "H"], "positions_angstrom": [[3.740, 0.304, -0.244], [2.494, -0.338, -0.795], [1.344, -0.444, -0.038], [0.215, -1.085, -0.571], [0.201, -1.372, -1.910], [-0.922, -1.817, -2.570], [1.362, -1.326, -2.685], [2.530, -0.934, -2.063], [3.641, 1.386, -0.143], [4.596, 0.081, -0.882], [4.040, -0.095, 0.729], [1.287, 0.065, 0.913], [-0.650, -1.157, 0.076], [-1.552, -2.150, -1.926], [1.315, -1.608, -3.725], [3.487, -1.219, -2.474], [-1.400, 2.681, 1.376], [-2.232, 1.429, 1.471], [-2.359, 0.576, 2.527], [-2.902, -0.587, 2.005], [-3.212, -0.325, 0.714], [-2.835, 0.881, 0.374], [-0.921, 2.926, 2.316], [-2.052, 3.486, 1.027], [-0.717, 2.483, 0.553], [-2.055, 0.607, 3.557], [-2.700, -1.501, 2.375], [-3.742, -0.948, 0.012]]}



Model two:
{"formula": "C11H14N2O", "method": "ωB97M-V/def2-TZVPD", "homo_energy_ev": -8.322, "smiles": "Cc1ccc(O)cc1.Cc1c[nH]cn1", "e_lumo_ev": 0.5, "elements": ["C", "C", "C", "C", "C", "O", "C", "C", "H", "H", "H", "H", "H", "H", "H", "H", "C", "C", "C", "N", "C", "N", "H", "H", "H", "H", "H", "H"], "positions_angstrom": [[0.128, -3.649, -0.307], [0.688, -2.389, -0.828], [0.072, -1.677, -1.892], [0.776, -0.630, -2.383], [1.961, -0.183, -1.870], [2.740, 0.827, -2.434], [2.582, -0.908, -0.846], [1.945, -2.067, -0.341], [-0.174, -3.438, 0.689], [0.960, -4.484, -0.230], [-0.646, -4.060, -0.968], [-1.021, -1.944, -2.018], [0.192, -0.073, -3.130], [2.034, 1.484, -2.892], [3.584, -0.604, -0.469], [2.456, -2.716, 0.344], [-3.159, 2.867, 2.368], [-1.875, 2.264, 1.867], [-0.800, 2.949, 1.218], [0.086, 1.889, 0.824], [-0.422, 0.762, 1.371], [-1.542, 0.964, 2.026], [-3.674, 3.743, 1.730], [-3.194, 3.289, 3.345], [-3.912, 2.126, 2.407], [-0.662, 3.942, 1.079], [0.874, 2.010, 0.291], [0.000, -0.294, 1.050]]}



Model three:
{"formula": "C11H14N2O", "method": "ωB97M-V/def2-TZVPD", "homo_energy_ev": -8.243, "smiles": "Cc1ccc(O)cc1.Cc1c[nH]cn1", "e_lumo_ev": 0.9, "elements": ["C", "C", "C", "C", "C", "O", "C", "C", "H", "H", "H", "H", "H", "H", "H", "H", "C", "C", "C", "N", "C", "N", "H", "H", "H", "H", "H", "H"], "positions_angstrom": [[-2.454, -1.360, 3.660], [-2.475, -0.842, 2.276], [-1.463, -0.117, 1.680], [-1.371, 0.344, 0.362], [-2.520, 0.153, -0.394], [-2.422, 0.640, -1.643], [-3.550, -0.680, 0.119], [-3.503, -1.224, 1.389], [-1.607, -1.878, 4.094], [-3.283, -2.077, 3.775], [-2.570, -0.518, 4.392], [-0.510, -0.129, 2.225], [-0.530, 0.979, 0.061], [-2.849, 0.155, -2.363], [-4.378, -1.016, -0.616], [-4.156, -2.068, 1.644], [2.323, 1.614, 0.340], [2.910, 0.886, -0.775], [4.017, 0.058, -0.672], [4.279, -0.464, -1.942], [3.287, 0.091, -2.762], [2.574, 0.954, -2.065], [2.524, 1.264, 1.348], [1.185, 1.379, 0.441], [2.662, 2.680, 0.320], [4.698, -0.268, 0.114], [5.195, -0.791, -2.174], [3.413, -0.082, -3.810]]}



Of them, model two has the lowest stability.



Model one:
{"formula": "C5H8N2", "method": "ωB97M-V/def2-TZVPD", "homo_energy_ev": -10.031, "smiles": "C[C@@]1(CC#N)CN1", "e_lumo_ev": 0.9, "elements": ["C", "C", "C", "C", "N", "C", "N", "H", "H", "H", "H", "H", "H", "H", "H"], "positions_angstrom": [[-0.872, 1.169, -0.117], [-0.167, -0.167, -0.166], [1.313, -0.105, -0.530], [2.075, 0.690, 0.440], [2.644, 1.339, 1.210], [-0.659, -1.266, 0.695], [-0.856, -1.309, -0.756], [-0.856, 1.649, -1.101], [-1.918, 1.040, 0.181], [-0.398, 1.845, 0.603], [1.440, 0.344, -1.523], [1.727, -1.117, -0.575], [-1.515, -1.057, 1.335], [0.026, -2.015, 1.086], [-1.813, -1.060, -0.996]]}



Model two:
{"formula": "C5H8N2", "method": "ωB97M-V/def2-TZVPD", "homo_energy_ev": [-6.768, -6.483], "e_lumo_ev": [0.6, 0.6], "elements": ["C", "N", "C", "C", "C", "N", "C", "H", "H", "H", "H", "H", "H", "H", "H"], "positions_angstrom": [[2.206, 0.200, -0.061], [0.797, -0.052, 0.131], [0.238, -1.305, 0.221], [-1.115, -1.199, 0.222], [-1.459, 0.222, 0.076], [-2.789, 0.691, 0.107], [-0.189, 0.881, 0.033], [2.772, -0.626, 0.376], [2.454, 0.281, -1.124], [2.495, 1.124, 0.446], [0.875, -2.176, 0.270], [-1.849, -1.988, 0.282], [-1.679, 0.226, -1.050], [-2.756, 1.715, 0.093], [0.037, 1.934, -0.064]]}



Of them, model two has the lowest stability.



Model one:
{"formula": "C5H13NS", "method": "ωB97M-V/def2-TZVPD", "homo_energy_ev": -7.902, "smiles": "CC(C)SN(C)C", "e_lumo_ev": 0.9, "elements": ["C", "C", "C", "S", "N", "C", "C", "H", "H", "H", "H", "H", "H", "H", "H", "H", "H", "H", "H", "H"], "positions_angstrom": [[2.089, 1.228, 0.264], [1.485, -0.073, -0.164], [2.316, -1.301, 0.052], [-0.310, -0.348, 1.102], [-1.510, -0.007, -0.002], [-2.339, -1.103, -0.442], [-2.217, 1.243, 0.132], [2.368, 1.195, 1.316], [2.986, 1.433, -0.323], [1.388, 2.044, 0.109], [0.997, -0.033, -1.136], [2.642, -1.363, 1.088], [3.200, -1.269, -0.588], [1.751, -2.198, -0.189], [-2.720, -0.882, -1.442], [-1.739, -2.010, -0.481], [-3.193, -1.272, 0.226], [-1.543, 1.993, 0.541], [-2.558, 1.567, -0.854], [-3.091, 1.159, 0.792]]}



Model two:
{"formula": "C5H13NS", "method": "ωB97M-V/def2-TZVPD", "homo_energy_ev": -9.007, "smiles": "CNCCCCS", "e_lumo_ev": 0.9, "elements": ["C", "N", "C", "C", "C", "C", "S", "H", "H", "H", "H", "H", "H", "H", "H", "H", "H", "H", "H", "H"], "positions_angstrom": [[-1.694, 0.476, -2.251], [-0.804, 0.474, -1.132], [-0.854, -0.811, -0.525], [0.237, -1.094, 0.484], [0.160, -0.088, 1.633], [1.583, 0.543, 1.832], [2.147, 1.677, 0.402], [-1.409, -0.078, -3.068], [-1.650, 1.595, -2.668], [-2.752, 0.281, -2.024], [0.036, 0.602, -1.624], [-1.044, -1.781, -1.051], [-1.807, -0.868, 0.006], [-0.096, -2.095, 0.759], [1.231, -1.262, 0.048], [-0.346, -0.466, 2.575], [-0.424, 0.799, 1.217], [1.749, 1.168, 2.803], [2.305, -0.336, 1.918], [3.433, 1.263, 0.665]]}



Model three:
{"formula": "C5H13NS", "method": "ωB97M-V/def2-TZVPD", "homo_energy_ev": -7.428, "smiles": "C=S(=C)(N)CCC", "e_lumo_ev": 0.6, "elements": ["C", "S", "C", "N", "C", "C", "C", "H", "H", "H", "H", "H", "H", "H", "H", "H", "H", "H", "H", "H"], "positions_angstrom": [[-2.020, -1.537, -0.963], [-0.454, -0.946, -0.806], [0.590, -2.086, -0.083], [0.212, -0.181, -2.352], [-0.506, 0.564, 0.207], [0.785, 0.834, 0.915], [0.785, 1.929, 2.026], [-2.485, -0.706, -1.450], [-2.273, -2.577, -0.973], [1.478, -1.617, 0.412], [0.752, -2.976, -0.836], [-0.558, 0.035, -2.868], [0.884, 0.541, -2.423], [-1.331, 0.299, 0.873], [-0.794, 1.422, -0.422], [1.027, -0.131, 1.545], [1.586, 0.712, 0.187], [1.151, 2.947, 1.731], [-0.241, 1.901, 2.327], [1.412, 1.573, 2.953]]}



Model four:
{"formula": "C5H13NS", "method": "ωB97M-V/def2-TZVPD", "homo_energy_ev": -7.893, "e_lumo_ev": -2.2, "elements": ["C", "C", "C", "S", "C", "N", "C", "H", "H", "H", "H", "H", "H", "H", "H", "H", "H", "H", "H", "H"], "positions_angstrom": [[-1.355, 0.160, -0.118], [-1.176, 1.139, 1.051], [0.232, 1.732, 1.198], [1.021, 2.171, -0.364], [-0.382, -0.969, -0.541], [0.874, -1.223, 0.200], [1.808, -2.041, -0.674], [-2.377, -0.183, -0.239], [-1.261, 0.929, -1.029], [-1.921, 1.914, 0.990], [-1.243, 0.638, 2.002], [0.836, 1.115, 1.846], [0.123, 2.720, 1.677], [-1.407, 1.568, -1.698], [-0.090, -0.724, -1.594], [-0.886, -1.930, -0.674], [1.285, -0.300, 0.228], [1.549, -1.992, -1.741], [2.800, -1.717, -0.369], [1.569, -3.006, -0.152]]}



Of them, model three has the lowest stability.



Model one:
{"formula": "C5H13NS", "method": "ωB97M-V/def2-TZVPD", "homo_energy_ev": -8.797, "smiles": "CCNCCCS", "e_lumo_ev": 1.0, "elements": ["C", "C", "N", "C", "C", "C", "S", "H", "H", "H", "H", "H", "H", "H", "H", "H", "H", "H", "H", "H"], "positions_angstrom": [[-2.387, 0.695, -1.804], [-1.918, -0.164, -0.635], [-0.521, 0.125, -0.353], [-0.100, -0.291, 0.983], [1.189, 0.407, 1.400], [2.396, -0.461, 1.060], [2.743, -0.647, -0.723], [-1.534, 0.681, -2.488], [-2.501, 1.722, -1.476], [-3.195, 0.248, -2.370], [-2.485, 0.058, 0.247], [-2.104, -1.197, -0.932], [0.060, -0.385, -1.006], [-0.885, -0.101, 1.697], [0.103, -1.367, 1.055], [1.191, 0.509, 2.493], [1.189, 1.372, 0.906], [2.164, -1.504, 1.285], [3.301, -0.256, 1.627], [3.293, 0.552, -0.966]]}



Model two:
{"formula": "C5H13NS", "method": "ωB97M-V/def2-TZVPD", "homo_energy_ev": -8.916, "smiles": "CN(C)CCCS", "e_lumo_ev": 0.9, "elements": ["C", "N", "C", "C", "C", "C", "S", "H", "H", "H", "H", "H", "H", "H", "H", "H", "H", "H", "H", "H"], "positions_angstrom": [[0.457, 1.497, -2.354], [-0.439, 0.512, -1.530], [-1.793, 0.519, -2.151], [-0.412, 0.986, -0.123], [-0.954, -0.222, 0.791], [-0.091, -0.603, 1.964], [1.544, -1.474, 1.731], [0.335, 2.512, -2.084], [1.498, 1.236, -1.985], [0.573, 1.329, -3.485], [-2.419, -0.299, -1.909], [-2.454, 1.405, -2.093], [-1.505, 0.579, -3.211], [0.746, 1.115, 0.178], [-0.907, 2.012, 0.095], [-2.017, -0.228, 0.995], [-0.859, -1.078, -0.006], [0.300, 0.350, 2.529], [-0.573, -1.211, 2.705], [2.417, -0.794, 2.520]]}



Of them, model two has the lowest stability.